70
Properties=species:S:1:pos:R:3 method="wB97M-V/def2-TZVPD" homo_ev=-16.679 homo_lumo_gap_ev=6.1 charge=+3
Zr -0.24 -0.50 0.49
C -1.12 -1.08 3.57
C -1.27 -2.47 2.91
C -1.07 -3.58 3.96
C -0.33 -2.62 1.73
C -0.77 -3.15 0.50
C 0.11 -3.31 -0.57
C 1.46 -2.91 -0.48
C 2.42 -3.21 -1.58
C 1.89 -2.34 0.73
C 1.03 -2.24 1.83
H -1.88 -0.97 4.35
H -1.28 -0.25 2.85
H -0.15 -0.98 4.07
H -2.31 -2.57 2.54
H -0.06 -3.58 4.36
H -1.27 -4.55 3.53
H -1.76 -3.43 4.78
H -1.77 -3.55 0.43
H -0.21 -3.85 -1.45
H 1.92 -3.30 -2.54
H 2.89 -4.17 -1.37
H 3.22 -2.48 -1.66
H 2.95 -2.11 0.85
H 1.45 -1.97 2.80
C -1.51 2.54 -2.12
As -0.80 2.03 -0.36
C -1.91 3.22 0.77
C 0.96 2.91 -0.37
C 1.27 3.92 -1.28
C 2.50 4.56 -1.23
C 3.43 4.20 -0.27
C 3.14 3.18 0.63
C 1.91 2.52 0.58
As 1.49 1.13 1.90
C 3.27 0.64 2.60
C 0.95 2.31 3.38
H -0.82 2.23 -2.91
H -1.64 3.63 -2.15
H -2.48 2.07 -2.30
H -2.90 3.29 0.30
H -1.49 4.23 0.81
H -2.04 2.84 1.78
H 0.55 4.22 -2.03
H 2.73 5.33 -1.94
H 4.37 4.71 -0.21
H 3.87 2.91 1.38
H 3.93 0.34 1.78
H 3.20 -0.18 3.32
H 3.71 1.49 3.12
H 0.89 1.75 4.32
H -0.01 2.80 3.19
H 1.72 3.08 3.49
Br -2.97 -0.52 0.38
C -3.00 -0.76 -1.60
C -4.21 -0.89 -2.20
C -4.26 -1.00 -3.60
C -3.10 -0.96 -4.33
C -1.84 -0.83 -3.71
C -0.64 -0.77 -4.45
C 0.57 -0.57 -3.84
C 0.64 -0.45 -2.44
C -0.49 -0.59 -1.65
C -1.76 -0.74 -2.28
H -5.13 -0.90 -1.63
H -5.22 -1.11 -4.09
H -3.14 -1.02 -5.41
H -0.69 -0.87 -5.52
H 1.47 -0.50 -4.43
H 1.61 -0.24 -1.98

=====

76
Properties=species:S:1:pos:R:3 method="wB97M-V/def2-TZVPD" homo_ev=-11.053 homo_lumo_gap_ev=6.1 charge=+1
C -0.65 0.29 2.04
C -1.27 0.81 0.64
B -2.31 -0.35 0.11
O -3.72 -0.14 0.12
C -1.58 -1.75 -0.39
C -1.93 -3.16 0.13
C -1.08 -4.35 -0.44
C -1.41 -5.82 0.11
O -2.40 -6.42 -0.36
O -0.64 -6.45 1.12
C 0.08 -4.12 -1.48
C 0.96 -5.36 -2.00
C 1.39 -5.25 -3.55
N 0.81 -6.30 -4.43
C 0.29 -2.64 -1.91
N -0.51 -1.56 -1.37
H 0.43 0.66 2.16
H -0.60 -0.85 2.07
H -1.33 0.70 2.87
H -0.40 0.90 -0.13
H -1.76 1.84 0.69
H -4.20 -0.78 -0.45
H -2.75 -3.33 0.89
H 0.18 -5.92 1.31
H 1.89 -5.52 -1.34
H 0.29 -6.29 -1.90
H 1.14 -4.20 -3.96
H 2.55 -5.35 -3.57
H 0.55 -7.15 -3.91
H 0.00 -5.95 -4.96
H 1.10 -2.38 -2.67
H -0.28 -0.61 -1.69
N 1.90 -7.58 2.30
C 1.03 -8.61 2.31
C 0.87 -9.48 3.37
C 1.65 -9.29 4.50
C 2.56 -8.24 4.52
C 2.64 -7.42 3.41
H 0.44 -8.72 1.40
H 0.15 -10.29 3.32
H 1.56 -9.95 5.35
H 3.19 -8.06 5.39
H 3.33 -6.58 3.38
N -1.68 4.58 2.39
C -1.14 5.81 2.28
C -1.75 6.86 1.61
C -2.99 6.64 1.03
C -3.57 5.39 1.13
C -2.89 4.40 1.82
H -0.17 5.93 2.74
H -1.27 7.83 1.55
H -3.50 7.44 0.50
H -4.54 5.18 0.69
H -3.30 3.40 1.93
N 1.84 6.71 1.52
C 2.81 7.60 1.77
C 3.53 8.26 0.79
C 3.24 7.98 -0.54
C 2.24 7.06 -0.83
C 1.57 6.45 0.23
H 3.00 7.78 2.82
H 4.30 8.97 1.05
H 3.78 8.47 -1.34
H 1.98 6.81 -1.85
H 0.79 5.73 0.05
N 0.90 4.00 -2.19
C 0.99 4.04 -3.53
C -0.10 4.17 -4.38
C -1.36 4.27 -3.81
C -1.49 4.24 -2.43
C -0.34 4.10 -1.67
H 2.00 3.95 -3.93
H 0.03 4.20 -5.45
H -2.24 4.38 -4.44
H -2.46 4.31 -1.95
H -0.38 4.07 -0.58